Record 1
Density functional theory data (ωB97M-V with the def2-TZVPD basis set) for a structure of composition C59H46MoN6O3P3Se2.

## Properties
- HOMO (spin up / spin down) (hartree) = -0.3472 / -0.3471
- spin multiplicity = 1
- LUMO (spin up / spin down) (eV) = -4.09 / -3.99
- electronic energy (eV) = -237421.8378
- frontier orbital gap (spin up / spin down) (eV) = 5.36 / 5.46
- net charge = +1

Geometry as XYZ:
```
120
C59H46MoN6O3P3Se2 (ωB97M-V with the def2-TZVPD basis set)
Mo -0.234 2.211 -0.242
O -1.944 2.646 0.321
C -2.869 3.544 -0.061
C -4.211 3.204 0.081
C -5.173 4.109 -0.318
C -4.814 5.363 -0.826
C -3.486 5.708 -0.918
C -2.485 4.795 -0.554
C -1.102 5.191 -0.494
N -0.156 4.336 -0.349
N 1.070 4.852 0.091
C 1.613 3.988 0.895
O 1.066 2.820 1.167
C 2.878 4.317 1.571
C 3.224 3.630 2.729
C 4.408 3.935 3.380
C 5.252 4.908 2.866
C 4.912 5.585 1.701
C 3.725 5.293 1.053
H -4.459 2.239 0.500
H -6.218 3.849 -0.221
H -5.580 6.063 -1.126
H -3.197 6.687 -1.276
H -0.840 6.246 -0.435
H 2.569 2.858 3.107
H 4.677 3.404 4.283
H 6.178 5.142 3.372
H 5.574 6.338 1.299
H 3.441 5.821 0.155
O 1.306 1.035 -1.276
N 1.386 2.424 -1.547
C 1.524 2.732 -2.789
C 1.259 1.797 -3.871
C 2.049 1.793 -5.016
C 1.740 0.941 -6.063
C 0.612 0.141 -5.975
C -0.217 0.197 -4.860
C 0.092 1.007 -3.778
P -1.197 1.312 -2.458
C -2.057 -0.265 -2.268
C -1.354 -1.465 -2.349
C -1.970 -2.659 -2.006
C -3.290 -2.662 -1.580
C -3.986 -1.467 -1.469
C -3.369 -0.270 -1.796
C -2.254 2.447 -3.423
C -3.411 2.063 -4.093
C -4.100 2.982 -4.872
C -3.636 4.281 -5.002
C -2.471 4.667 -4.353
C -1.791 3.754 -3.565
H 2.121 0.842 -0.609
H 1.701 3.789 -2.972
H 2.912 2.441 -5.071
H 2.363 0.915 -6.945
H 0.351 -0.513 -6.795
H -1.130 -0.386 -4.850
H -0.313 -1.469 -2.652
H -1.418 -3.588 -2.059
H -3.768 -3.596 -1.314
H -5.001 -1.463 -1.098
H -3.898 0.663 -1.645
H -3.773 1.046 -4.030
H -4.999 2.674 -5.387
H -4.176 4.991 -5.612
H -2.097 5.675 -4.457
H -0.888 4.067 -3.051
Se -1.708 -2.231 4.772
P -0.920 -3.009 2.981
C -2.071 -4.161 2.148
C -1.719 -5.430 1.701
C -2.676 -6.274 1.150
C -3.996 -5.866 1.061
C -4.361 -4.611 1.532
C -3.411 -3.765 2.073
C 0.654 -3.892 3.192
C 1.126 -4.083 4.488
C 2.269 -4.837 4.709
C 2.954 -5.396 3.642
C 2.497 -5.201 2.346
C 1.351 -4.457 2.123
C -0.752 -1.614 1.794
C 0.176 -0.731 1.277
N -0.524 0.240 0.652
N -1.818 -0.067 0.743
N -1.972 -1.154 1.424
P 1.961 -0.861 1.320
Se 3.170 0.792 0.672
C 2.338 -1.206 3.045
C 1.586 -0.523 4.000
C 1.907 -0.646 5.342
C 2.978 -1.436 5.730
C 3.726 -2.116 4.779
C 3.408 -2.006 3.436
C 2.311 -2.245 0.193
C 1.320 -2.718 -0.663
C 1.615 -3.705 -1.594
C 2.896 -4.226 -1.676
C 3.894 -3.738 -0.843
C 3.610 -2.742 0.073
H -0.708 -5.795 1.803
H -2.388 -7.260 0.815
H -4.742 -6.530 0.646
H -5.397 -4.301 1.501
H -3.698 -2.800 2.459
H 0.586 -3.641 5.314
H 2.622 -4.986 5.719
H 3.842 -5.988 3.817
H 3.025 -5.635 1.508
H 0.997 -4.327 1.108
H 0.738 0.082 3.703
H 1.309 -0.136 6.083
H 3.223 -1.534 6.779
H 4.548 -2.748 5.083
H 3.975 -2.566 2.712
H 0.309 -2.342 -0.589
H 0.837 -4.077 -2.247
H 3.122 -5.000 -2.395
H 4.901 -4.124 -0.920
H 4.408 -2.335 0.676
```

Here are the Löwdin charges for atoms 1 to 2, given in e: atom 1 (Mo): 1.6324, atom 2 (O): -0.2688

---

Record 2
Density functional theory data (ωB97M-V with the def2-TZVPD basis set) for a structure of composition C59H47CdI4N8O2S.

## Properties
- HOMO (spin up / spin down) (hartree) = -0.1701 / -0.1702
- relative energy (zero: lowest compared OMol25 entry of this formula, charge and spin) (eV) = 0.000
- spin multiplicity = 1
- LUMO (spin up / spin down) (eV) = 0.94 / 0.95
- electronic energy (eV) = -125765.1044
- frontier orbital gap (spin up / spin down) (eV) = 5.57 / 5.58
- net charge = -1

Geometry as XYZ:
```
122
C59H47CdI4N8O2S (ωB97M-V with the def2-TZVPD basis set)
Cd 0.218 -1.019 -0.134
I -0.502 -0.680 -9.846
C -0.142 -0.877 -7.757
C 0.485 -2.029 -7.322
C 0.652 -2.275 -5.987
C 0.338 -1.234 -5.123
C -0.075 0.017 -5.556
C -0.351 0.215 -6.878
C 0.479 -1.431 -3.589
C -0.247 -2.473 -2.938
C -1.219 -3.240 -3.555
C -1.809 -4.094 -2.645
C -1.093 -3.758 -1.355
C -1.256 -4.324 -0.007
C -2.190 -5.462 0.106
C -3.393 -5.191 0.843
C -4.460 -6.034 0.841
C -4.376 -7.159 0.066
I -6.013 -8.448 0.186
C -3.288 -7.447 -0.711
C -2.123 -6.678 -0.652
C -0.714 -3.925 1.193
N 0.112 -2.738 1.399
C 0.421 -2.685 2.685
C 1.325 -1.755 3.303
C 1.440 -1.743 4.798
C 0.377 -1.556 5.684
C 0.581 -1.574 7.068
C 1.870 -1.773 7.574
I 2.090 -1.814 9.652
C 2.974 -1.841 6.780
C 2.720 -1.873 5.411
C 2.034 -0.796 2.517
C 2.993 0.097 3.142
C 3.418 0.938 2.181
C 2.730 0.523 0.883
N 1.953 -0.495 1.231
C 3.022 1.179 -0.271
C 2.575 0.720 -1.582
C 3.056 1.024 -2.907
C 2.312 0.369 -3.841
C 1.391 -0.473 -3.110
N 1.572 -0.239 -1.734
C 3.930 2.338 -0.193
C 5.258 2.242 -0.296
C 6.058 3.376 -0.144
C 5.469 4.619 -0.092
I 6.565 6.416 -0.081
C 4.085 4.735 -0.190
C 3.280 3.579 -0.190
C -0.195 -3.859 3.377
C -0.810 -4.588 2.458
N -0.176 -2.783 -1.574
H 0.626 -2.799 -8.053
H 0.998 -3.257 -5.610
H -0.255 0.783 -4.862
H -0.741 1.110 -7.309
H -1.456 -3.174 -4.641
H -2.617 -4.744 -2.780
H -3.465 -4.243 1.372
H -5.365 -5.787 1.418
H -3.256 -8.301 -1.397
H -1.209 -6.964 -1.183
H -0.559 -1.377 5.200
H -0.208 -1.357 7.796
H 4.046 -1.886 7.045
H 3.572 -1.887 4.709
H 3.399 0.159 4.119
H 4.201 1.666 2.447
H 3.835 1.680 -3.173
H 2.337 0.405 -4.939
H 5.651 1.247 -0.474
H 7.143 3.217 -0.250
H 3.672 5.737 -0.195
H 2.211 3.720 -0.272
H -0.033 -4.201 4.413
H -1.320 -5.552 2.603
C -4.447 1.582 -2.613
C -4.578 1.353 -1.113
N -3.479 1.992 -0.380
C -3.701 3.414 -0.011
C -4.528 3.618 1.253
C -2.385 1.345 0.056
S -2.063 -0.184 -0.672
N -1.612 1.961 0.899
C -1.230 1.336 2.009
O -1.586 0.221 2.395
C -0.217 2.100 2.868
C 0.292 1.721 4.110
C 1.183 2.526 4.820
C 1.722 3.690 4.245
C 1.381 3.978 2.932
C 0.391 3.266 2.235
H -5.183 1.273 -3.255
H -3.435 1.173 -2.901
H -4.448 2.722 -2.764
H -4.514 0.358 -0.757
H -5.474 1.802 -0.721
H -4.209 3.856 -0.863
H -2.685 3.812 0.117
H -5.534 3.204 1.219
H -4.573 4.718 1.330
H -4.022 3.422 2.225
H -0.177 0.850 4.537
H 1.568 2.066 5.748
H 2.369 4.388 4.785
H 1.742 4.864 2.407
H 0.013 3.543 1.228
O -3.623 -1.672 1.607
H -2.981 -1.204 2.111
H -3.299 -1.519 0.711
C 0.055 2.762 -2.295
N 0.823 4.022 -2.347
C 1.901 4.161 -3.246
C 0.229 5.143 -1.954
N -0.320 6.078 -1.534
H 0.706 1.902 -2.154
H -0.402 2.599 -3.264
H -0.753 2.892 -1.559
H 1.904 5.196 -3.629
H 1.754 3.553 -4.124
H 2.866 3.906 -2.798
```

Here are the Löwdin charges for atoms 1 to 2, given in e: atom 1 (Cd): 1.2330, atom 2 (I): 0.7910

---

Record 3
Density functional theory data (ωB97M-V with the def2-TZVPD basis set) for a structure of composition C59H47CsN4O2P2Se2.

## Properties
- HOMO (hartree) = -0.0893
- relative energy (zero: lowest compared OMol25 entry of this formula, charge and spin) (eV) = 0.487
- spin multiplicity = 1
- LUMO (eV) = 3.65
- electronic energy (eV) = -221822.9384
- frontier orbital gap (eV) = 6.08
- net charge = -2

Geometry as XYZ:
```
117
C59H47CsN4O2P2Se2 (ωB97M-V with the def2-TZVPD basis set)
Cs -0.929 -1.606 -0.238
O -0.922 -3.027 2.003
C -1.148 -4.315 2.224
C -2.165 -4.878 1.112
C -1.652 -5.122 -0.291
C -0.939 -6.298 -0.543
C -0.419 -6.518 -1.802
C -0.613 -5.572 -2.791
C -1.355 -4.423 -2.504
C -1.591 -3.415 -3.616
C -0.517 -2.255 -3.837
O -0.608 -1.364 -2.858
C 0.878 -2.905 -3.902
C 1.758 -2.739 -2.840
C 2.986 -3.396 -2.858
C 3.353 -4.188 -3.939
C 2.486 -4.322 -5.018
C 1.255 -3.681 -4.996
C -0.781 -1.526 -5.178
C -1.936 -1.641 -5.941
C -2.147 -0.833 -7.058
C -1.200 0.103 -7.435
C -0.037 0.229 -6.676
C 0.165 -0.569 -5.566
N -1.890 -4.254 -1.285
C 0.208 -5.084 2.168
C 1.101 -4.668 1.182
C 2.346 -5.260 1.035
C 2.749 -6.271 1.897
C 1.883 -6.684 2.899
C 0.626 -6.101 3.026
C -1.836 -4.561 3.591
C -1.910 -3.485 4.466
C -2.514 -3.614 5.709
C -3.068 -4.826 6.100
C -3.011 -5.910 5.233
C -2.402 -5.774 3.991
H -2.964 -4.134 1.084
H -2.606 -5.830 1.427
H -0.767 -7.004 0.261
H 0.151 -7.417 -2.010
H -0.188 -5.703 -3.777
H -2.538 -2.910 -3.418
H -1.703 -4.002 -4.537
H 1.495 -2.104 -1.995
H 3.668 -3.278 -2.023
H 4.313 -4.691 -3.944
H 2.773 -4.925 -5.872
H 0.571 -3.777 -5.833
H -2.698 -2.359 -5.665
H -3.062 -0.938 -7.631
H -1.362 0.733 -8.302
H 0.710 0.966 -6.953
H 1.051 -0.450 -4.954
H 0.801 -3.886 0.495
H 3.005 -4.930 0.240
H 3.728 -6.725 1.794
H 2.183 -7.461 3.593
H -0.023 -6.433 3.826
H -1.483 -2.556 4.108
H -2.562 -2.761 6.377
H -3.546 -4.924 7.069
H -3.444 -6.861 5.521
H -2.365 -6.633 3.330
Se -0.179 4.903 4.566
P -0.879 4.980 2.585
C -2.469 5.866 2.503
C -3.563 5.339 3.186
C -4.762 6.034 3.221
C -4.877 7.262 2.584
C -3.788 7.795 1.913
C -2.585 7.103 1.873
C 0.211 5.965 1.504
C 1.137 6.847 2.048
C 1.958 7.591 1.215
C 1.869 7.439 -0.166
C 0.944 6.563 -0.711
C 0.102 5.836 0.124
C -1.177 3.443 1.733
C -0.383 2.389 1.238
N -1.234 1.487 0.711
N -2.466 1.926 0.890
N -2.463 3.095 1.497
P 1.348 2.105 0.913
Se 1.961 0.104 0.629
C 2.292 2.958 2.202
C 2.433 2.281 3.412
C 3.187 2.835 4.433
C 3.810 4.062 4.247
C 3.668 4.737 3.045
C 2.908 4.191 2.021
C 1.649 2.978 -0.664
C 0.588 3.095 -1.565
C 0.802 3.617 -2.831
C 2.074 4.030 -3.210
C 3.134 3.892 -2.327
C 2.925 3.351 -1.065
H -3.469 4.383 3.680
H -5.609 5.610 3.745
H -5.817 7.800 2.612
H -3.867 8.755 1.416
H -1.741 7.528 1.347
H 1.224 6.914 3.127
H 2.686 8.271 1.642
H 2.528 8.001 -0.817
H 0.883 6.423 -1.783
H -0.621 5.150 -0.295
H 1.963 1.312 3.532
H 3.283 2.310 5.374
H 4.396 4.497 5.047
H 4.138 5.703 2.899
H 2.789 4.735 1.092
H -0.402 2.750 -1.292
H -0.025 3.676 -3.528
H 2.244 4.433 -4.202
H 4.133 4.188 -2.624
H 3.766 3.206 -0.398
```

Here are the Löwdin charges for atoms 1 to 2, given in e: atom 1 (Cs): 1.0983, atom 2 (O): -0.4485

---

Record 4
Density functional theory data (ωB97M-V with the def2-TZVPD basis set) for a structure of composition C59H48IN3O3PReS3.

## Properties
- HOMO (spin up / spin down) (hartree) = -0.5070 / -0.5055
- relative energy (zero: lowest compared OMol25 entry of this formula, charge and spin) (eV) = 1.266
- spin multiplicity = 4
- LUMO (spin up / spin down) (eV) = -8.39 / -9.95
- electronic energy (eV) = -124575.3678
- frontier orbital gap (spin up / spin down) (eV) = 5.40 / 3.80
- net charge = +3
- expectation value of S² = 4.16

Geometry as XYZ:
```
119
C59H48IN3O3PReS3 (ωB97M-V with the def2-TZVPD basis set)
Re 0.101 2.031 1.871
C 5.915 0.889 3.856
C 5.813 0.161 2.679
C 4.725 0.337 1.839
C 3.727 1.243 2.195
C 3.828 1.975 3.379
C 4.925 1.799 4.205
P 2.337 1.670 1.139
C 2.134 -0.806 -0.336
C 2.537 -1.807 0.456
C 2.812 -3.185 0.135
C 2.918 -3.763 -1.075
C 2.951 -3.144 -2.389
C 1.812 -0.775 -1.796
C 2.934 2.983 0.038
C 4.296 3.137 -0.118
C 4.828 4.195 -0.870
C 3.995 5.123 -1.427
C 2.591 5.021 -1.288
C 1.731 5.995 -1.849
C 0.373 5.877 -1.759
C -0.187 4.758 -1.128
C 0.629 3.828 -0.539
C 2.044 3.926 -0.569
H 6.773 0.753 4.500
H 6.593 -0.537 2.405
H 4.662 -0.216 0.910
H 3.054 2.690 3.637
H 5.015 2.381 5.113
H 2.633 -1.547 1.506
H 2.920 -3.831 0.998
H 3.060 -4.838 -1.096
H 2.906 -3.843 -3.213
H 2.080 0.228 -2.153
H 4.974 2.444 0.359
H 5.901 4.286 -0.974
H 4.406 5.955 -1.986
H 2.176 6.837 -2.363
H -0.276 6.638 -2.169
H -1.261 4.624 -1.087
C -7.018 -2.497 3.477
C -5.845 -1.797 2.862
C -5.989 -0.552 2.247
C -4.910 0.095 1.673
C -3.663 -0.512 1.720
C -3.484 -1.738 2.349
C -4.575 -2.375 2.911
S -2.216 0.226 0.987
O -1.990 1.527 1.791
C -2.937 0.673 -0.596
C -3.483 1.949 -0.789
C -3.990 2.280 -2.013
C -3.965 1.356 -3.083
C -4.444 1.703 -4.366
C -4.398 0.805 -5.396
C -3.887 -0.490 -5.186
C -3.416 -0.860 -3.956
C -3.434 0.054 -2.876
C -2.896 -0.279 -1.603
C -2.329 -1.639 -1.338
C -3.192 -2.710 -1.020
C -4.602 -2.586 -1.102
C -5.409 -3.648 -0.790
C -4.850 -4.855 -0.341
C -3.484 -4.998 -0.233
C -2.628 -3.949 -0.596
C -1.213 -4.104 -0.565
C -0.380 -3.110 -0.971
C -0.930 -1.875 -1.380
S -0.027 -0.580 -2.076
O 1.814 0.429 0.252
C 2.480 -1.748 -2.762
C 3.973 -1.999 -2.611
C 4.813 -2.004 -3.800
C 4.293 -2.006 -5.044
C 5.137 -2.048 -6.278
C 2.863 -1.826 -5.199
C 2.037 -1.615 -4.163
H -7.962 -2.074 3.137
H -6.985 -2.407 4.565
H -7.002 -3.561 3.243
H -6.963 -0.081 2.215
H -5.042 1.061 1.203
H -2.497 -2.183 2.397
H -4.443 -3.332 3.401
H -3.492 2.652 0.035
H -4.425 3.258 -2.175
H -4.845 2.697 -4.524
H -4.760 1.082 -6.377
H -3.878 -1.200 -6.003
H -3.031 -1.860 -3.795
H -5.038 -1.657 -1.446
H -6.482 -3.557 -0.889
H -5.502 -5.679 -0.082
H -3.056 -5.927 0.124
H -0.801 -5.055 -0.249
H 0.687 -3.273 -1.022
H 4.444 -1.688 -1.686
H 5.886 -1.991 -3.657
H 6.184 -2.236 -6.055
H 5.062 -1.102 -6.820
H 4.773 -2.819 -6.961
H 2.478 -1.759 -6.210
H 1.003 -1.345 -4.347
I 0.493 4.379 3.011
O -0.506 1.816 -0.590
N 0.049 2.704 0.105
S 0.424 0.433 3.745
C 0.578 1.142 5.301
N 1.405 0.645 6.209
C 1.284 1.323 7.506
C 0.299 2.466 7.184
N -0.095 2.161 5.803
H 1.958 -0.184 6.070
H 2.254 1.688 7.836
H 0.895 0.639 8.259
H 0.771 3.447 7.236
H -0.569 2.466 7.841
H -0.759 2.716 5.291
```

Here are the Löwdin charges for atoms 1 to 2, given in e: atom 1 (Re): 0.8056, atom 2 (C): -0.0373